Density functional theory data (the ωB97M-V functional and the def2-TZVPD basis) for a cluster of 2 separate species, CH4FN2 in total at a distorted geometry.

Element x y z (Å)
C -0.469 -0.867 0.300
N 1.480 -0.221 0.043
N -1.327 0.092 0.435
F -0.746 -2.068 -0.071
H 1.411 0.650 0.747
H 1.995 -0.970 0.464
H -1.006 1.160 0.510
H -2.273 -0.106 0.406

* expectation value of S²: 2.012
* LUMO (spin up / spin down): -4.59 / -8.44 eV
* total charge: +1
* gap between HOMO and LUMO (spin up / spin down): 9.32 / 9.05 eV
* 2S+1: 3